1.
Below is one molecule with the formula C5H8O2, with properties calculated with ωB97M-V/def2-TZVPD.

CARTESIAN COORDINATES (ANGSTROEM)
C 0.027 -1.023 1.663
C 0.191 -1.689 0.528
O -0.599 -1.452 -0.586
C -0.078 -0.273 -1.234
C -0.249 0.957 -0.406
C 0.706 1.876 -0.354
O -1.501 1.146 0.094
H 0.765 -1.094 2.452
H -0.818 -0.360 1.824
H 1.022 -2.376 0.360
H -0.675 -0.119 -2.137
H 0.974 -0.400 -1.518
H 1.710 1.616 -0.670
H 0.498 2.888 -0.037
H -1.973 0.303 0.019

Atomic forces in eV per Å
0.023 -0.262 0.038
0.185 0.164 0.352
0.162 0.249 0.094
-0.132 -0.250 -0.085
0.208 0.269 -0.431
-0.064 0.155 0.052
-0.066 -0.038 -0.152
-0.176 -0.287 0.023
0.252 -0.040 -0.059
-0.135 0.104 -0.031
0.021 -0.276 -0.022
-0.192 -0.045 0.100
-0.213 0.132 -0.171
0.098 -0.048 0.336
0.029 0.174 -0.045

Calculated values
HOMO-LUMO gap: 10.004 eV
spin multiplicity: 1
HOMO level: -9.06 eV
E: -345.7227 hartree

Mulliken atomic charge list, values in e, 6 entries:
1 C -0.622
2 C -0.026
3 O -0.409
4 C -0.506
5 C 0.664
6 C -1.007

---

2.
Below is a 2-piece molecular cluster, C5H8O2 overall, with properties calculated with ωB97M-V/def2-TZVPD.

CARTESIAN COORDINATES (ANGSTROEM)
C -0.133 2.028 -1.277
C -0.079 0.193 1.412
C -0.141 -0.313 0.182
C -1.467 -0.587 -0.470
C 1.071 -0.749 -0.600
O 0.134 2.980 -0.728
O 1.038 0.455 2.150
H -0.963 0.474 1.967
H -1.409 -0.387 -1.538
H -2.251 0.027 -0.035
H -1.747 -1.633 -0.339
H 0.851 -1.678 -1.122
H 1.942 -0.915 0.032
H 1.330 0.002 -1.346
H 1.823 0.103 1.712

Atomic forces in eV per Å
0.138 0.965 0.180
0.003 0.019 -0.187
0.125 -0.373 0.205
0.087 -0.050 0.222
-0.192 0.146 0.319
-0.148 -0.547 -0.309
0.193 -0.067 0.015
-0.112 0.039 -0.042
-0.084 0.065 -0.075
-0.141 0.046 -0.020
-0.024 -0.080 -0.073
0.070 -0.115 -0.056
0.131 -0.073 -0.037
0.086 -0.048 -0.122
-0.133 0.073 -0.020

Calculated values
HOMO-LUMO gap: 9.328 eV
spin multiplicity: 1
HOMO level: -8.49 eV
E: -345.7620 hartree

Mulliken atomic charge list, values in e, 6 entries:
1 C 0.154
2 C -0.244
3 C 0.734
4 C -1.414
5 C -1.289
6 O -0.196

---

3.
Below is C5H8O2 as an isolated structure in a non-equilibrium geometry, with properties calculated with ωB97M-V/def2-TZVPD.

CARTESIAN COORDINATES (ANGSTROEM)
C -1.808 -0.494 0.050
C -0.462 -0.150 -0.117
O -0.416 1.408 -0.640
C 0.488 -0.089 1.029
C 1.661 -0.136 0.184
C 1.005 0.256 -1.099
O 1.358 0.301 -2.235
H -2.274 0.106 0.811
H -2.388 -0.455 -0.866
H -1.807 -1.498 0.438
H -0.788 1.441 -1.537
H 0.469 0.784 1.652
H 0.420 -0.915 1.708
H 2.435 0.543 0.464
H 2.108 -1.101 0.157

Atomic forces in eV per Å
-2.367 -1.256 -0.192
2.697 3.569 -2.347
0.098 -0.260 1.159
-1.116 -0.343 1.178
2.437 2.132 -0.195
-0.791 -3.720 -0.776
-0.579 0.616 0.652
-0.369 0.584 0.367
-0.173 -0.085 -0.080
-0.328 -0.724 0.045
0.160 -0.301 0.262
-0.466 0.756 0.195
-0.310 -0.700 0.239
0.945 0.596 0.272
0.162 -0.865 -0.778

Calculated values
HOMO-LUMO gap: 9.153 eV
spin multiplicity: 1
HOMO level: -8.28 eV
E: -345.6630 hartree

Mulliken atomic charge list, values in e, 6 entries:
1 C -1.335
2 C 0.420
3 O -0.543
4 C -0.654
5 C -0.455
6 C 0.641

---

4.
Below is C5H8O2 as an isolated structure in a non-equilibrium geometry, with properties calculated with ωB97M-V/def2-TZVPD.

CARTESIAN COORDINATES (ANGSTROEM)
C -0.949 1.232 -0.501
C -0.113 0.116 0.103
C -0.949 -0.866 0.901
C 0.941 -0.488 -0.829
C 1.892 -0.219 0.298
O 3.041 -0.481 0.518
O 1.020 0.610 0.930
H -0.329 1.933 -1.068
H -1.698 0.811 -1.187
H -1.476 1.786 0.280
H -0.311 -1.627 1.358
H -1.497 -0.344 1.691
H -1.674 -1.363 0.246
H 0.874 -1.461 -1.321
H 1.229 0.364 -1.419

Atomic forces in eV per Å
0.103 0.074 0.155
-0.313 0.000 -0.286
0.093 -0.022 -0.022
-0.061 -0.354 0.399
1.167 -0.447 -0.448
-1.054 0.413 0.388
-0.229 0.107 0.876
-0.045 -0.085 0.121
0.221 0.027 0.210
0.015 -0.030 -0.057
-0.088 0.046 -0.020
0.092 -0.078 -0.082
0.119 0.099 0.093
-0.034 0.382 0.041
0.015 -0.132 -1.369

Calculated values
HOMO-LUMO gap: 11.040 eV
spin multiplicity: 1
HOMO level: -10.32 eV
E: -345.7874 hartree

Mulliken atomic charge list, values in e, 6 entries:
1 C -1.524
2 C 1.348
3 C -1.460
4 C -0.465
5 C 0.392
6 O -0.568

---

Results for energy above the lowest of the compared OMol25 structures with the same formula, charge and spin: 216.04 112.75 372.64 46.18 (in kJ/mol, following the order of the records).